## one
Formula: C4H8O4
Source: OMol25
Level of theory: wB97M-V/def2-TZVPD

Output
- HOMO energy (eV) = -10.1
- SMILES = O=CCCC(=O)O.O

The geometry in XYZ format:
```
16
Properties=species:S:1:pos:R:3:mulliken_charge:R:1
O -1.82 -1.66 0.19 -0.418
C -1.09 -1.48 -0.70 0.004
C 0.31 -1.03 -0.48 -0.348
C 0.31 0.51 -0.88 -0.557
C -0.67 1.31 0.08 0.541
O -1.61 2.01 -0.27 -0.563
O -0.21 1.37 1.36 -0.428
H -1.47 -1.50 -1.80 0.276
H 0.83 -1.21 0.52 0.082
H 0.97 -1.47 -1.09 0.458
H -0.02 0.55 -1.95 0.299
H 1.28 1.03 -0.86 0.325
H -0.51 1.99 1.97 0.324
O 3.53 -0.94 0.40 -0.615
H 3.06 -1.43 1.02 0.312
H 3.46 -0.04 0.63 0.307
```

## two
Formula: C4H8O4
Source: OMol25
Level of theory: wB97M-V/def2-TZVPD

Output
- HOMO energy (eV) = -10.5
- SMILES = CC(=O)O.CC(=O)O

The geometry in XYZ format:
```
16
Properties=species:S:1:pos:R:3:mulliken_charge:R:1
C -0.62 -0.51 0.74 -0.924
C -0.27 -0.01 2.13 0.508
O 0.71 -0.19 2.77 -0.567
O -1.20 0.79 2.58 -0.449
H 0.07 -1.30 0.47 0.413
H -1.65 -0.92 0.68 0.390
H -0.64 0.37 0.01 0.188
H -0.93 0.97 3.54 0.347
C 0.23 -0.64 -2.08 -0.749
C 0.80 0.55 -1.45 0.654
O 1.00 1.59 -2.09 -0.621
O 0.97 0.58 -0.11 -0.314
H -0.10 -0.30 -3.16 0.289
H 1.06 -1.37 -2.41 0.288
H -0.57 -1.16 -1.44 0.259
H 1.16 1.56 -0.18 0.287
```

Stability summary - winner: one; margin: 83.0 kJ/mol.

## one
Formula: C4H8O4
Source: OMol25
Level of theory: wB97M-V/def2-TZVPD

Output
- HOMO energy (eV) = -9.5

The geometry in XYZ format:
```
16
Properties=species:S:1:pos:R:3:mulliken_charge:R:1
C 0.87 0.49 0.49 0.168
C -0.57 0.81 0.10 -0.640
C -0.36 0.10 -1.19 -0.061
C 0.68 -0.67 -0.43 -0.083
H 0.07 0.01 2.08 0.439
H 1.51 1.28 -0.05 0.260
H -0.80 1.82 0.19 0.521
H -1.63 -0.89 0.68 0.393
H -1.15 -0.64 -1.37 0.327
H 0.24 1.76 -1.88 0.362
H 1.64 -0.83 -0.94 0.376
H 0.78 -2.17 0.94 0.361
O 1.07 0.20 1.78 -0.639
O -1.50 0.06 1.04 -0.655
O -0.18 0.91 -2.31 -0.556
O 0.07 -1.76 0.29 -0.572
```

## two
Formula: C4H8O4
Source: OMol25
Level of theory: wB97M-V/def2-TZVPD

Output
- HOMO energy (eV) = -9.2

The geometry in XYZ format:
```
16
Properties=species:S:1:pos:R:3:mulliken_charge:R:1
C -1.20 0.67 -0.58 -1.164
C 1.12 1.02 1.11 -1.046
C 1.01 0.51 -0.28 0.787
O 1.57 0.75 -1.29 -0.434
H 0.92 2.09 1.09 0.336
H -0.81 1.68 -0.73 0.416
H -1.66 0.56 0.39 0.302
H -1.97 0.56 -1.35 0.384
H 2.14 0.84 1.44 0.358
H 0.42 0.51 1.77 0.342
C -0.66 -1.11 -0.98 0.186
O 0.81 -1.28 -0.16 -0.212
O 0.47 -1.76 1.15 -0.329
O -1.47 -1.89 -0.53 -0.664
H -0.42 -2.15 0.95 0.347
H -0.29 -1.02 -2.00 0.392
```

Stability summary - winner: one; margin: 283.4 kJ/mol.

## one
Formula: C4H8O4
Source: OMol25
Level of theory: wB97M-V/def2-TZVPD

Output
- HOMO energy (eV) = -9.1
- SMILES = C=C=O.COCOO

The geometry in XYZ format:
```
16
Properties=species:S:1:pos:R:3:mulliken_charge:R:1
C -2.61 0.28 0.60 -1.124
C -2.56 0.82 -0.65 0.855
O -2.67 1.20 -1.73 -0.268
H -2.22 0.92 1.38 0.302
H -3.55 -0.19 0.85 0.334
C 1.94 0.31 1.04 -0.528
O 2.43 -0.60 0.07 -0.355
C 1.65 -0.73 -1.08 -0.200
O 0.43 -1.40 -0.91 -0.331
O -0.57 -0.47 -0.47 -0.384
H 1.05 -0.09 1.54 0.212
H 1.68 1.28 0.59 0.261
H 2.74 0.45 1.77 0.258
H 1.45 0.26 -1.53 0.320
H 2.22 -1.36 -1.77 0.222
H -1.43 -0.69 0.30 0.425
```

## two
Formula: C4H8O4
Source: OMol25
Level of theory: wB97M-V/def2-TZVPD

Output
- HOMO energy (eV) = -9.9

The geometry in XYZ format:
```
16
Properties=species:S:1:pos:R:3:mulliken_charge:R:1
C -2.57 0.03 -0.06 0.582
C -4.05 0.03 0.02 -0.660
C 2.49 -0.03 0.06 0.648
C 4.03 -0.34 -0.03 -0.865
H -1.01 -1.16 0.07 0.359
H -4.35 1.02 -0.49 0.264
H -4.64 -1.02 -0.38 0.251
H -3.95 0.01 1.37 0.210
H 1.23 1.62 -0.16 0.358
H 4.22 -1.37 -0.14 0.312
H 4.34 0.19 -0.96 0.277
H 4.53 0.30 0.78 0.275
O -2.12 1.23 0.03 -0.592
O -1.93 -1.06 -0.17 -0.401
O 1.56 -0.85 0.13 -0.528
O 2.22 1.40 -0.07 -0.490
```

Stability summary - winner: two; margin: 390.9 kJ/mol.

## one
Formula: C43H63ClMnN5OP
Source: OMol25
Level of theory: wB97M-V/def2-TZVPD

Output
- HOMO energy (spin up / spin down) (eV) = -6.9 / -7.3
- 2S+1 = 6
- <S²> = 8.7582

The geometry in XYZ format:
```
115
Properties=species:S:1:pos:R:3:mulliken_charge:R:1
Mn 0.20 0.17 0.69 0.495
C 4.46 -0.53 -0.43 -1.418
C 3.98 -0.89 -1.84 -0.209
C 4.63 -2.19 -2.32 -1.536
C 2.47 -0.99 -1.91 0.339
C 1.75 -1.78 -1.03 -0.067
C 0.36 -1.87 -1.06 0.251
C -0.25 -3.13 -0.48 1.605
C -0.13 -4.24 -1.53 -1.503
C 0.43 -3.62 0.81 -2.015
C -0.36 -1.01 -1.94 0.208
C 0.37 -0.38 -2.97 1.119
C 1.76 -0.38 -2.93 -0.765
C -0.26 0.16 -4.25 0.484
C 0.44 1.40 -4.82 -1.790
C -0.23 -0.95 -5.31 -1.579
C -1.88 -0.91 -1.96 0.621
C -2.53 -1.83 -2.78 0.082
C -3.90 -1.80 -3.00 -1.586
C -4.67 -0.81 -2.40 -1.159
C -4.04 0.10 -1.57 -0.425
C -2.67 0.07 -1.31 0.319
P -2.04 1.32 -0.08 0.528
C -2.01 2.92 -1.06 2.523
C -1.38 4.00 -0.17 -1.684
C -3.33 3.40 -1.68 -1.967
C -1.09 2.68 -2.26 -1.312
C -3.31 1.56 1.34 3.083
C -4.12 0.31 1.69 -0.732
C -4.33 2.69 1.17 -2.336
C -2.42 1.90 2.55 -1.894
H 5.53 -0.33 -0.44 0.527
H 4.28 -1.35 0.27 0.268
H 3.94 0.35 -0.05 0.138
H 4.28 -0.08 -2.51 0.520
H 4.33 -3.03 -1.69 0.268
H 5.72 -2.11 -2.28 0.454
H 4.34 -2.42 -3.35 0.354
H 2.29 -2.41 -0.33 0.375
H -1.30 -2.95 -0.29 -1.397
H 0.91 -4.41 -1.79 0.298
H -0.67 -4.00 -2.45 0.244
H -0.54 -5.18 -1.14 0.538
H 1.33 -4.19 0.59 0.683
H -0.24 -4.28 1.36 0.348
H 0.70 -2.80 1.47 0.127
H 2.31 0.15 -3.70 0.387
H -1.31 0.38 -4.05 0.138
H 1.27 1.11 -5.46 0.516
H 0.83 2.06 -4.05 0.236
H -0.26 1.97 -5.44 0.412
H 0.80 -1.26 -5.50 0.347
H -0.65 -0.58 -6.25 0.462
H -0.80 -1.83 -5.01 0.263
H -1.94 -2.58 -3.28 0.238
H -4.36 -2.53 -3.65 0.410
H -5.73 -0.76 -2.58 0.445
H -4.65 0.87 -1.11 0.487
H -2.01 4.30 0.66 0.285
H -1.18 4.89 -0.78 0.567
H -0.42 3.65 0.23 0.154
H -4.11 3.66 -0.97 0.341
H -3.73 2.67 -2.38 0.366
H -3.11 4.31 -2.25 0.532
H -0.20 2.12 -1.99 -1.016
H -0.78 3.64 -2.67 0.799
H -1.63 2.15 -3.03 0.214
H -4.72 -0.07 0.86 0.345
H -4.81 0.59 2.50 0.620
H -3.49 -0.48 2.07 -0.210
H -5.08 2.47 0.41 0.299
H -3.88 3.66 0.96 0.480
H -4.85 2.79 2.13 0.586
H -1.70 1.10 2.76 -0.319
H -3.05 2.03 3.43 0.681
H -1.85 2.82 2.40 0.273
C -2.94 -2.31 4.59 -1.299
N -1.87 -2.06 3.64 0.362
C -0.81 -1.21 4.16 -0.798
C -2.03 -2.18 2.30 -1.719
O -1.45 -1.42 1.50 1.531
N -2.89 -3.17 1.91 0.646
C -3.54 -3.15 0.62 -1.156
C -2.95 -4.45 2.59 -1.345
H -3.17 -1.38 5.11 0.375
H -2.66 -3.06 5.33 0.332
H -3.84 -2.64 4.07 0.392
H -0.46 -1.62 5.10 0.591
H -1.18 -0.19 4.34 0.415
H 0.01 -1.15 3.46 -0.297
H -3.33 -2.22 0.11 0.140
H -4.62 -3.26 0.75 0.421
H -3.20 -3.98 -0.01 0.358
H -2.26 -4.47 3.44 0.427
H -2.65 -5.24 1.90 0.409
H -3.96 -4.67 2.95 0.320
N 1.37 1.50 -0.49 0.222
C 2.04 2.29 -1.04 0.455
N 2.69 3.06 -1.80 -0.816
C 3.41 4.11 -1.47 0.447
N 4.05 5.06 -1.28 -0.638
Cl 2.47 -0.62 5.22 -0.220
C 1.67 0.88 4.79 0.884
C 1.35 1.74 5.83 -0.586
C 0.83 3.00 5.57 -0.641
C 0.67 3.39 4.24 -0.609
C 0.98 2.51 3.22 -0.265
C 1.46 1.21 3.44 0.191
C 1.72 0.32 2.29 -2.494
H 1.54 1.43 6.85 0.446
H 0.59 3.67 6.38 0.398
H 0.30 4.38 4.00 0.421
H 0.84 2.82 2.19 0.556
H 2.17 -0.63 2.58 0.692
H 2.39 0.82 1.60 0.692
```

## two
Formula: C43H63ClMnN5OP
Source: OMol25
Level of theory: wB97M-V/def2-TZVPD

Output
- HOMO energy (spin up / spin down) (eV) = -6.6 / -7.1
- 2S+1 = 6
- <S²> = 8.7592

The geometry in XYZ format:
```
115
Properties=species:S:1:pos:R:3:mulliken_charge:R:1
Mn -0.62 0.72 -0.49 1.690
C -0.93 4.27 2.53 -1.187
C 0.10 4.55 1.44 -0.524
C 1.21 5.48 1.94 -1.592
C 0.72 3.28 0.89 1.222
C 0.95 3.15 -0.47 -1.012
C 1.56 2.04 -1.04 1.721
C 2.03 2.25 -2.48 0.331
C 3.24 3.20 -2.49 -1.717
C 0.97 2.86 -3.41 -1.594
C 1.90 0.92 -0.21 -0.956
C 1.80 1.13 1.19 2.229
C 1.19 2.27 1.70 -0.818
C 2.55 0.26 2.16 1.886
C 1.72 -0.16 3.38 -1.797
C 3.83 0.99 2.59 -1.788
C 2.66 -0.25 -0.84 -0.238
C 3.92 0.09 -1.35 -0.279
C 4.61 -0.71 -2.25 -1.257
C 4.03 -1.88 -2.68 -1.059
C 2.86 -2.31 -2.08 -0.176
C 2.19 -1.56 -1.10 0.407
P 0.96 -2.45 -0.03 0.646
C -0.25 -3.49 -1.10 2.954
C -1.40 -3.87 -0.14 -2.401
C 0.21 -4.78 -1.80 -1.988
C -0.84 -2.58 -2.18 -2.273
C 2.12 -3.75 0.84 2.189
C 3.05 -4.63 -0.01 -1.934
C 3.06 -3.00 1.78 -2.192
C 1.24 -4.64 1.72 -1.892
H -1.39 5.21 2.85 0.488
H -0.47 3.82 3.41 0.260
H -1.72 3.61 2.16 0.059
H -0.41 5.05 0.61 0.546
H 1.77 5.01 2.75 0.283
H 0.78 6.41 2.33 0.467
H 1.91 5.74 1.14 0.334
H 0.69 3.98 -1.11 0.395
H 2.35 1.30 -2.90 -0.240
H 2.93 4.20 -2.18 0.367
H 3.64 3.26 -3.50 0.489
H 4.04 2.88 -1.83 0.278
H 0.80 3.91 -3.17 0.580
H 0.02 2.34 -3.37 -0.011
H 1.34 2.82 -4.44 0.438
H 1.15 2.39 2.78 0.561
H 2.85 -0.63 1.63 -1.700
H 1.47 0.70 4.01 0.496
H 2.29 -0.85 4.00 0.612
H 0.80 -0.65 3.07 0.167
H 3.59 1.91 3.13 0.324
H 4.44 1.26 1.73 0.329
H 4.42 0.35 3.25 0.476
H 4.34 1.04 -1.06 0.666
H 5.56 -0.38 -2.64 0.330
H 4.49 -2.48 -3.46 0.416
H 2.45 -3.27 -2.36 0.047
H -1.21 -4.79 0.40 0.410
H -2.32 -4.02 -0.73 0.580
H -1.59 -3.08 0.59 0.244
H 0.46 -5.57 -1.10 0.307
H 1.03 -4.63 -2.49 0.284
H -0.64 -5.14 -2.39 0.545
H -1.28 -1.68 -1.75 0.178
H -1.63 -3.13 -2.71 0.712
H -0.09 -2.28 -2.92 0.343
H 3.78 -4.03 -0.55 0.373
H 2.54 -5.27 -0.72 0.259
H 3.61 -5.27 0.67 0.546
H 3.76 -2.38 1.23 0.314
H 3.65 -3.73 2.35 0.726
H 2.50 -2.40 2.50 0.391
H 0.76 -5.44 1.16 0.292
H 0.46 -4.07 2.23 0.287
H 1.86 -5.12 2.49 0.530
C -4.80 -1.68 1.82 -1.530
N -3.58 -1.12 1.24 0.474
C -3.51 -1.32 -0.21 -0.958
C -2.62 -0.37 1.85 -0.164
O -1.58 -0.11 1.21 0.472
N -2.72 0.12 3.12 0.259
C -1.68 1.03 3.59 -1.167
C -3.78 0.03 4.12 -1.034
H -5.22 -2.35 1.07 0.425
H -5.54 -0.91 2.04 0.352
H -4.59 -2.28 2.70 0.443
H -3.34 -2.38 -0.44 0.446
H -2.72 -0.73 -0.65 -0.457
H -4.45 -1.01 -0.66 0.809
H -0.94 1.19 2.81 -0.233
H -1.18 0.61 4.47 0.447
H -2.13 1.98 3.86 0.528
H -4.55 -0.68 3.89 0.425
H -4.24 1.01 4.26 0.311
H -3.33 -0.27 5.07 0.311
N -0.42 0.00 -2.40 -0.541
C 0.20 -0.24 -3.37 1.187
N 0.73 -0.56 -4.46 -1.023
C 1.93 -0.34 -4.95 0.625
N 2.98 -0.18 -5.42 -0.696
Cl -4.60 2.22 0.99 -0.239
C -4.61 1.94 -0.75 0.934
C -5.83 1.67 -1.34 -0.721
C -5.90 1.42 -2.70 -0.445
C -4.72 1.44 -3.45 -1.019
C -3.52 1.72 -2.84 -0.045
C -3.40 2.00 -1.46 -0.457
C -2.11 2.33 -0.86 -1.964
H -6.72 1.66 -0.73 0.413
H -6.86 1.22 -3.17 0.399
H -4.75 1.24 -4.51 0.413
H -2.60 1.72 -3.43 0.289
H -2.21 2.79 0.12 0.645
H -1.50 2.93 -1.53 0.710
```

Stability summary - winner: one; margin: 94.6 kJ/mol.